Computed, not measured: a cluster of 10 separate species, C55H125N5O10 in total in a non-equilibrium geometry, with ωB97M-V with the def2-TZVPD basis set.

Geometry as XYZ:
```
195
Properties=species:S:1:pos:R:3:forces:R:3
C 0.6225 7.1725 -0.7537 -0.258 -0.444 -0.119
C 0.1766 5.8277 -0.1758 0.077 -1.060 0.123
C -0.0048 4.7999 -1.3155 -0.423 0.719 -0.346
C 1.2880 5.3155 0.7372 0.505 -0.715 0.479
C 0.8985 4.0696 1.5451 0.172 0.447 0.266
C -0.3320 4.4126 2.3697 0.589 -0.257 0.719
C -1.5112 4.9899 1.5578 0.474 -1.414 1.658
C -2.2433 3.8106 0.8938 -1.147 0.190 -0.992
C -2.4221 5.5916 2.6395 -1.045 1.195 -0.656
N -0.9813 6.0135 0.7105 0.238 1.500 -0.071
O -2.0315 6.7334 0.0697 -0.048 -0.509 -0.349
H 0.4202 7.9465 -0.0159 0.317 0.173 -0.049
H 1.6844 7.0729 -0.9794 0.084 0.324 0.126
H 0.1315 7.4194 -1.6950 -0.224 0.000 0.124
H 0.9101 4.7555 -1.9085 -0.080 0.013 -0.081
H -0.2601 3.7904 -1.0141 0.099 -0.124 0.357
H -0.8205 5.1424 -1.9631 0.145 -0.048 -0.058
H 2.1989 5.0799 0.1743 -0.190 0.168 -0.265
H 1.5842 6.0642 1.4806 -0.195 0.228 -0.195
H 0.7688 3.1666 0.9444 -0.134 0.147 -0.215
H 1.7408 3.8698 2.2168 -0.129 -0.199 0.020
H -0.0291 5.0964 3.1755 0.000 0.464 -0.484
H -0.6601 3.5663 2.9885 -0.268 -0.190 -0.531
H -1.8227 2.8186 1.0534 0.220 0.110 0.141
H -2.3651 3.9492 -0.1820 0.377 0.047 -0.099
H -3.2934 3.7991 1.2047 0.174 -0.243 0.319
H -2.3677 5.1090 3.6112 0.125 -0.306 -0.082
H -3.4684 5.5900 2.3112 0.101 -0.177 0.100
H -2.2239 6.6585 2.7845 0.411 -0.147 0.121
H -1.9910 7.6081 0.4676 0.012 0.002 0.038
C -1.3960 -1.9399 -1.7349 0.993 -0.063 0.824
C -0.9514 -0.4918 -1.4460 -0.353 0.164 0.117
C -1.0668 0.3669 -2.6948 -0.005 -0.331 -0.924
C -1.8907 0.1314 -0.4036 -1.034 -0.540 0.146
C -1.5856 -0.2598 1.0486 0.443 0.426 -1.584
C -0.1071 -0.0537 1.3762 -1.048 -0.075 0.302
C 0.8960 -0.6453 0.3735 -0.439 0.572 0.629
C 2.1977 0.1312 0.5568 0.874 -0.624 0.193
C 1.1216 -2.1053 0.7402 0.715 -0.501 -1.859
N 0.4306 -0.3854 -0.9817 0.296 0.662 -0.409
O 1.3233 -0.9807 -1.9347 -0.396 -0.053 0.279
H -2.4738 -2.0510 -1.8023 -0.042 0.061 -0.434
H -0.8381 -2.3224 -2.5842 -0.306 -0.086 -0.313
H -1.0642 -2.5535 -0.8912 -0.242 -0.073 -0.039
H -0.5633 1.3230 -2.5446 -0.203 0.082 0.040
H -0.6217 -0.1238 -3.5678 0.211 0.013 0.168
H -2.1111 0.5102 -2.9891 0.000 0.170 0.282
H -2.1165 1.1887 -0.5673 0.826 0.173 0.146
H -2.8727 -0.3159 -0.6128 0.032 0.093 -0.103
H -2.1836 0.4044 1.6714 -0.204 -0.507 0.414
H -1.8764 -1.3120 1.0819 -0.034 0.007 0.749
H 0.0106 -0.5491 2.3440 0.569 0.269 0.050
H 0.0263 1.0242 1.5011 0.290 -0.028 -0.011
H 2.6253 -0.1027 1.5406 -0.133 0.145 -0.019
H 2.0988 1.2121 0.4834 -0.284 0.015 -0.126
H 2.9504 -0.2058 -0.1633 -0.086 0.080 -0.036
H 0.2147 -2.7045 0.6639 -0.156 0.098 0.972
H 1.7383 -2.1626 1.6310 -0.569 -0.297 0.441
H 1.7203 -2.5767 -0.0568 0.165 0.288 0.138
H 1.7905 -0.2256 -2.3073 0.035 -0.017 0.005
C 1.3511 3.2574 -8.9315 -0.380 -0.626 -0.837
C 1.1096 2.6626 -7.5169 -0.838 1.043 -0.665
C 0.0296 3.5511 -6.8608 0.753 -0.289 0.653
C 0.4817 1.2763 -7.6266 0.840 -0.203 -1.728
C 1.5163 0.1950 -7.9507 -0.483 -0.172 -0.204
C 2.6696 0.2995 -6.9703 -0.677 -0.982 0.096
C 3.3488 1.6642 -6.9277 0.114 -0.538 0.012
C 4.2445 1.6607 -5.7046 0.088 -0.522 0.838
C 4.1661 1.7983 -8.1985 0.630 0.690 -0.024
N 2.3046 2.6515 -6.7141 -0.260 -0.296 1.326
O 2.8312 3.9548 -6.5665 0.193 -0.005 -0.222
H 1.4537 2.4911 -9.7158 0.417 -0.098 0.368
H 0.4594 3.7761 -9.2968 0.138 0.351 0.337
H 2.2203 3.9058 -8.9817 -0.068 0.173 0.128
H -0.8777 3.4917 -7.4544 -0.082 0.184 -0.047
H -0.1833 3.1738 -5.8536 -0.043 0.039 -0.070
H 0.3904 4.5729 -6.7529 -0.203 0.075 -0.201
H -0.1641 1.0163 -6.7965 -0.020 0.028 0.226
H -0.0655 1.3628 -8.5709 -0.848 -0.117 0.514
H 1.0253 -0.7858 -7.9195 0.150 0.008 0.439
H 1.7677 0.2453 -9.0162 0.501 0.380 0.177
H 3.4025 -0.4932 -7.1452 0.153 0.173 -0.025
H 2.1994 0.0632 -6.0055 0.298 0.219 0.168
H 4.7135 2.5975 -5.4056 0.005 0.137 -0.493
H 5.0080 0.8843 -5.7847 0.120 0.154 -0.280
H 3.6460 1.3451 -4.8463 -0.101 0.031 0.020
H 3.5214 1.7030 -9.0658 0.206 0.097 -0.225
H 4.9673 1.0565 -8.2379 -0.270 -0.260 0.012
H 4.7055 2.7500 -8.1958 -0.336 0.153 -0.237
H 2.7507 4.1114 -5.6108 -0.121 -0.015 -0.013
C -5.8098 -4.4053 0.6403 -0.839 -0.278 0.139
C -5.5019 -5.3539 1.8145 -0.072 0.301 -0.752
C -6.3912 -6.5941 1.7061 0.646 -0.579 0.253
C -4.0505 -5.8306 1.6591 0.578 0.644 0.185
C -3.0660 -4.7796 2.1530 0.865 0.013 -0.335
C -3.3875 -4.3701 3.5758 0.544 -0.056 -0.538
C -4.7898 -3.7879 3.7013 1.033 0.627 0.770
C -5.0395 -3.6969 5.2142 0.203 -0.532 0.060
C -4.7871 -2.3489 3.1490 -0.824 0.590 0.038
N -5.7114 -4.7342 3.1216 0.080 -0.996 0.489
O -7.0500 -4.2949 3.2721 -0.022 0.265 -0.309
H -5.2351 -3.4828 0.6418 0.189 -0.065 0.002
H -5.6672 -4.9604 -0.2877 0.145 0.200 -0.103
H -6.8713 -4.1444 0.6837 0.093 0.152 -0.014
H -6.2335 -7.0546 0.7277 -0.319 0.160 -0.088
H -6.0137 -7.3412 2.4134 -0.163 0.113 0.126
H -7.4479 -6.4490 1.9122 -0.050 0.257 -0.255
H -3.8578 -6.7608 2.1990 -0.191 -0.013 0.025
H -3.8427 -5.9866 0.5992 -0.234 -0.329 0.006
H -2.0257 -5.1280 2.0814 -0.223 -0.432 0.266
H -2.9875 -3.9225 1.4684 -0.643 0.111 0.180
H -2.6340 -3.6386 3.8860 -0.251 0.110 0.254
H -3.2959 -5.2312 4.2439 0.007 -0.067 -0.100
H -6.0615 -3.4092 5.4469 0.089 0.318 0.125
H -4.2812 -3.0391 5.6420 -0.373 0.384 0.029
H -4.8262 -4.6586 5.6937 -0.331 -0.113 -0.215
H -4.4590 -1.6232 3.9016 0.095 -0.299 0.174
H -5.8241 -2.0573 2.9387 0.195 -0.093 -0.254
H -4.1493 -2.1334 2.2892 -0.186 -0.425 -0.210
H -7.4704 -4.9930 3.7849 0.059 0.035 0.075
C 1.4053 -1.2781 4.9124 0.880 0.315 -0.774
C 0.8780 -0.7147 6.2416 -0.194 -0.174 -1.409
C 1.8360 0.4155 6.6484 -0.861 -0.009 0.414
C -0.4912 -0.0927 5.9214 -0.736 0.348 0.570
C -1.6589 -1.0738 5.9121 0.250 -0.624 -0.694
C -1.6540 -2.0104 7.1195 -0.043 1.042 -0.124
C -0.3272 -2.7194 7.3378 0.736 -0.634 -0.871
C -0.3186 -3.3885 8.7066 -0.621 -0.045 1.144
C -0.0700 -3.8036 6.2597 0.198 -0.702 0.849
N 0.7299 -1.7090 7.2700 -0.888 1.163 1.602
O 1.9257 -2.0844 7.8952 0.466 -0.367 -0.523
H 0.8027 -2.0466 4.4309 -0.034 -0.124 0.338
H 1.4698 -0.4790 4.1617 -0.031 0.116 0.200
H 2.4423 -1.6162 5.0175 -0.190 -0.365 0.114
H 2.8698 0.1205 6.5056 0.132 0.210 0.031
H 1.5519 1.2949 6.0679 0.458 -0.063 -0.309
H 1.6490 0.7332 7.6801 0.155 -0.258 0.058
H -0.7176 0.7007 6.6486 0.118 -0.153 0.040
H -0.4470 0.3936 4.9435 0.169 0.068 0.073
H -2.6201 -0.5594 5.8271 0.094 0.176 0.228
H -1.6172 -1.6675 4.9813 0.104 -0.013 0.207
H -2.4864 -2.7046 6.9949 0.141 -0.209 0.378
H -1.7918 -1.3762 8.0057 -0.334 -0.244 0.015
H -0.0308 -2.7340 9.5364 0.417 0.155 -0.406
H 0.2735 -4.3004 8.7571 0.241 0.153 -0.100
H -1.3279 -3.6655 9.0446 -0.035 -0.155 -0.639
H 0.9893 -4.0807 6.2884 0.064 0.429 -0.275
H -0.3709 -3.4876 5.2669 -0.017 -0.187 -0.079
H -0.5264 -4.7587 6.5443 -0.567 0.243 -0.259
H 2.0542 -1.4289 8.5897 -0.086 -0.098 0.075
C 4.0626 -4.0324 1.8670 0.015 -0.701 0.372
C 4.7679 -2.6825 1.8968 -0.863 -0.439 0.978
O 6.0893 -2.7518 2.3974 0.352 0.161 -0.453
H 3.0660 -3.9314 1.4397 0.004 -0.038 0.000
H 3.9512 -4.4043 2.8939 -0.189 0.282 0.026
H 4.5608 -4.8800 1.3888 0.295 0.501 -0.481
H 4.1447 -2.0963 2.5917 0.165 0.314 -0.245
H 4.7427 -2.1683 0.9416 0.386 -0.084 -0.182
H 6.0704 -2.8962 3.3464 -0.134 -0.048 -0.001
C -5.6837 1.0978 2.3651 0.592 -0.682 -0.424
C -4.7368 1.5972 3.4311 -1.706 0.528 1.374
O -5.5004 1.8576 4.6576 0.462 0.036 -0.376
H -5.8820 0.0282 2.4765 -0.049 0.135 0.019
H -5.2191 1.2340 1.3838 -0.198 -0.021 -0.054
H -6.6329 1.6262 2.4008 0.054 0.234 -0.038
H -4.3855 2.5859 3.1452 0.536 -0.130 0.064
H -3.9527 0.9017 3.7292 0.305 0.057 -0.565
H -6.2085 1.2101 4.7226 0.073 -0.086 -0.046
C 7.2923 1.7699 -3.2728 -0.779 0.826 -0.567
C 6.7783 0.3431 -3.2883 0.415 0.326 0.820
O 5.9226 0.1447 -2.1574 -0.386 -0.259 -0.454
H 7.3522 2.1813 -2.2641 0.695 -0.343 0.095
H 6.5329 2.4353 -3.7110 0.050 -0.227 -0.136
H 8.1856 1.9133 -3.8794 0.210 -0.010 0.315
H 7.5941 -0.3846 -3.2586 0.023 0.020 -0.075
H 6.2177 0.1928 -4.2042 -0.283 -0.324 0.149
H 6.4622 0.1813 -1.3613 0.025 -0.006 -0.083
C 1.6219 -3.7384 -6.3391 0.918 0.896 -0.195
C 1.2827 -4.4220 -7.6548 -1.140 0.151 0.743
O 2.0631 -5.5597 -7.9244 0.417 -0.032 -0.269
H 2.5635 -3.1843 -6.4538 0.024 -0.211 0.039
H 1.7655 -4.3848 -5.4711 -0.309 -0.273 -0.168
H 0.9031 -2.9600 -6.0822 -0.288 -0.188 -0.003
H 1.3729 -3.7005 -8.4672 0.312 -0.153 -0.124
H 0.2156 -4.6947 -7.6350 0.111 -0.116 -0.027
H 2.2916 -5.9781 -7.0904 -0.043 -0.024 0.011
C 4.0131 4.5610 -2.6925 0.734 0.102 -0.796
C 3.2181 3.2826 -2.8155 -0.333 0.357 0.931
O 2.1530 3.5159 -3.7401 0.373 -0.357 -0.243
H 4.2751 4.9139 -3.6999 -0.225 -0.011 0.054
H 4.9932 4.3837 -2.2429 -0.233 -0.025 0.407
H 3.4967 5.3783 -2.1938 -0.103 -0.120 0.151
H 2.7737 3.0247 -1.8433 0.065 -0.012 -0.007
H 3.8809 2.4528 -3.0694 -0.144 0.026 -0.378
H 1.8562 2.6657 -4.0915 -0.056 0.136 -0.136
```
Forces are in eV/Å.

Properties
Net charge: 0
HOMO energy, eV: -8.0072
LUMO energy, eV: 0.44
E, eV: -86980.009
Molar mass, g/mol: 1016.63
SMILES: CC1(C)CCCC(C)(C)N1O.CC1(C)CCCC(C)(C)N1O.CC1(C)CCCC(C)(C)N1O.CC1(C)CCCC(C)(C)N1O.CC1(C)CCCC(C)(C)N1O.CCO.CCO.CCO.CCO.CCO

Atom charges from the Löwdin analysis, given in e for atoms 1 to 99: atom 1 (C): -0.02, atom 2 (C): -0.50, atom 3 (C): -0.02, atom 4 (C): -0.14, atom 5 (C): -0.18, atom 6 (C): -0.16, atom 7 (C): -0.51, atom 8 (C): -0.02, atom 9 (C): -0.04, atom 10 (N): -0.10, atom 11 (O): 0.00, atom 12 (H): 0.09, atom 13 (H): 0.08, atom 14 (H): 0.08, atom 15 (H): 0.06, atom 16 (H): 0.06, atom 17 (H): 0.09, atom 18 (H): 0.11, atom 19 (H): 0.13, atom 20 (H): 0.08, atom 21 (H): 0.11, atom 22 (H): 0.12, atom 23 (H): 0.12, atom 24 (H): 0.06, atom 25 (H): 0.08, atom 26 (H): 0.07, atom 27 (H): 0.08, atom 28 (H): 0.08, atom 29 (H): 0.08, atom 30 (H): 0.10, atom 31 (C): -0.01, atom 32 (C): -0.52, atom 33 (C): -0.04, atom 34 (C): -0.14, atom 35 (C): -0.16, atom 36 (C): -0.12, atom 37 (C): -0.51, atom 38 (C): -0.02, atom 39 (C): -0.03, atom 40 (N): -0.08, atom 41 (O): -0.01, atom 42 (H): 0.08, atom 43 (H): 0.08, atom 44 (H): 0.06, atom 45 (H): 0.08, atom 46 (H): 0.07, atom 47 (H): 0.09, atom 48 (H): 0.10, atom 49 (H): 0.11, atom 50 (H): 0.10, atom 51 (H): 0.10, atom 52 (H): 0.10, atom 53 (H): 0.10, atom 54 (H): 0.08, atom 55 (H): 0.07, atom 56 (H): 0.08, atom 57 (H): 0.07, atom 58 (H): 0.06, atom 59 (H): 0.09, atom 60 (H): 0.10, atom 61 (C): -0.03, atom 62 (C): -0.52, atom 63 (C): -0.03, atom 64 (C): -0.13, atom 65 (C): -0.18, atom 66 (C): -0.14, atom 67 (C): -0.53, atom 68 (C): -0.03, atom 69 (C): -0.02, atom 70 (N): -0.10, atom 71 (O): -0.01, atom 72 (H): 0.07, atom 73 (H): 0.08, atom 74 (H): 0.08, atom 75 (H): 0.08, atom 76 (H): 0.08, atom 77 (H): 0.08, atom 78 (H): 0.12, atom 79 (H): 0.12, atom 80 (H): 0.10, atom 81 (H): 0.11, atom 82 (H): 0.12, atom 83 (H): 0.12, atom 84 (H): 0.09, atom 85 (H): 0.08, atom 86 (H): 0.07, atom 87 (H): 0.07, atom 88 (H): 0.09, atom 89 (H): 0.09, atom 90 (H): 0.07, atom 91 (C): -0.02, atom 92 (C): -0.52, atom 93 (C): -0.03, atom 94 (C): -0.13, atom 95 (C): -0.19, atom 96 (C): -0.14, atom 97 (C): -0.52, atom 98 (C): -0.03, atom 99 (C): -0.03